1.
Here is a molecular structure, C33H34N7OS3Ti at a distorted geometry from OMol25. Energies are from ωB97M-V/def2-TZVPD.

Last column: Mulliken charge in e.
Positions of all 79 atoms, in Å:
1 Ti -0.41788 -1.06382 0.46901  -0.950
2 C 3.97271 -0.93955 0.33516  -2.306
3 C 2.55816 -1.03675 0.85787  0.348
4 N 1.49851 -1.23454 -0.00131  2.237
5 N 1.85137 -1.29038 -1.33877  -1.051
6 C 1.00036 -1.76715 -2.17734  0.482
7 S -0.55474 -2.38763 -1.76850  -0.738
8 S 1.60411 -1.94870 -3.85885  -0.249
9 C 1.88061 -0.22409 -4.35320  -0.897
10 C 0.65770 0.52990 -4.83231  0.559
11 C -0.35509 -0.09291 -5.56043  -0.224
12 C -1.44592 0.63059 -6.02472  -0.695
13 C -1.54795 1.99332 -5.76533  -0.463
14 C -0.54385 2.62409 -5.04207  -0.557
15 C 0.54813 1.89496 -4.58290  -0.227
16 C 2.36971 -0.97732 2.26358  1.250
17 C 3.49028 -0.99654 3.14543  -1.594
18 C 3.36077 -1.00582 4.51550  -0.856
19 C 2.08898 -1.00116 5.10925  -0.746
20 C 0.97734 -0.95586 4.29296  -0.579
21 C 1.08774 -0.91171 2.89955  0.286
22 O -0.01816 -0.75907 2.16783  0.799
23 H 3.96717 -0.83454 -0.74218  0.480
24 H 4.56051 -1.83557 0.58092  0.307
25 H 4.48996 -0.07755 0.77332  0.378
26 H 2.61076 -0.29114 -5.16322  0.435
27 H 2.35472 0.27448 -3.50905  0.273
28 H -0.29092 -1.15932 -5.74025  0.351
29 H -2.22596 0.12698 -6.58482  0.356
30 H -2.40652 2.55796 -6.11450  0.374
31 H -0.61793 3.68456 -4.82563  0.360
32 H 1.33104 2.39321 -4.01740  0.386
33 H 4.48549 -1.03050 2.71982  0.336
34 H 4.25037 -1.03846 5.13603  0.376
35 H 1.97517 -1.02336 6.18761  0.376
36 H -0.02430 -0.94890 4.71278  0.399
37 C 0.71298 -4.18133 1.19817  -0.916
38 C -0.75136 -3.93949 1.40079  0.323
39 C -1.67823 -4.83165 1.89643  -0.969
40 C -2.93813 -4.17325 1.88025  -0.821
41 C -2.71725 -2.90935 1.38103  0.009
42 C -3.74883 -1.84362 1.14994  -1.020
43 N -1.37420 -2.74485 1.08229  1.008
44 H 0.94333 -5.21524 1.46865  0.433
45 H 1.33372 -3.52605 1.81152  0.005
46 H 0.99781 -4.02693 0.15774  0.092
47 H -1.47049 -5.84166 2.22403  0.448
48 H -3.89335 -4.57629 2.19584  0.426
49 H -4.73244 -2.23132 1.42183  0.450
50 H -3.78922 -1.53463 0.10305  0.131
51 H -3.57053 -0.94769 1.75295  0.083
52 N -2.41669 0.01406 -2.49518  -0.228
53 C -2.29850 0.79455 -1.42449  0.287
54 N -1.97497 0.41155 -0.21265  0.845
55 C -2.17791 1.49162 0.68919  -0.719
56 C -2.10749 1.43252 2.07775  0.029
57 C -2.30885 2.58249 2.82084  -0.885
58 C -2.60958 3.80182 2.21390  -0.625
59 C -2.74449 3.86593 0.83963  -0.497
60 C -2.53806 2.70493 0.10720  0.874
61 S -2.70209 2.49216 -1.60622  -0.370
62 H -1.83066 -0.83653 -2.46259  -0.107
63 H -2.38302 0.49628 -3.38485  0.253
64 H -1.87926 0.49741 2.56260  0.319
65 H -2.23257 2.53186 3.90075  0.407
66 H -2.76438 4.69019 2.81432  0.378
67 H -3.02541 4.79039 0.34602  0.413
68 C 1.45581 2.35197 2.54310  -1.036
69 C 1.27192 2.36309 1.06358  -0.108
70 N 0.78270 1.40977 0.30889  1.041
71 C 0.85855 1.86797 -0.99488  -0.843
72 C 1.40063 3.11379 -1.02840  -0.919
73 N 1.66518 3.41702 0.29265  0.010
74 H 0.76774 1.64738 2.99980  -0.111
75 H 1.27929 3.34847 2.95940  0.524
76 H 2.46845 2.03317 2.80205  0.290
77 H 0.53461 1.25512 -1.82273  0.372
78 H 1.61395 3.80085 -1.83328  0.484
79 H 2.04879 4.27578 0.63526  0.223

* calculated total energy: -3780.64170 Eh
* largest force on an atom: 0.0412 hartree/bohr
* total charge: -1
* energy above the lowest of the compared OMol25 structures with the same formula, charge and spin: 87.2 kJ/mol
* LUMO level (alpha / beta): 2.065 / 2.065 eV
* HOMO-LUMO gap (alpha / beta): 4.01 / 4.02 eV

2.
Here is a molecular structure, C34H46IrN5O4PS2 at a distorted geometry from OMol25. Energies are from ωB97M-V/def2-TZVPD.

Last column: Löwdin spin population.
Positions of all 93 atoms, in Å:
1 Ir -1.26065 0.63879 2.18094  1.237
2 C 2.73078 1.90225 3.17538  0.037
3 C 1.20850 1.71718 3.24854  0.264
4 O 0.71802 0.87026 2.43518  0.205
5 C 0.58113 2.51317 4.21001  0.083
6 C -0.85083 2.71731 4.23930  0.364
7 C -1.41914 3.88719 5.14714  0.037
8 N -1.74118 2.09059 3.39117  0.351
9 N -3.01076 2.37787 3.49737  0.102
10 C -3.72613 1.61256 2.69148  0.158
11 O -3.19942 0.68018 1.95810  0.176
12 C -5.17305 1.82797 2.63336  0.005
13 C -5.77379 2.94607 3.21679  0.034
14 C -7.05108 3.33143 2.76496  -0.006
15 C -7.75394 2.50529 1.86308  0.040
16 C -7.17989 1.37278 1.32416  -0.002
17 C -5.88276 1.01153 1.71867  0.040
18 H 3.00277 1.44119 2.22849  0.000
19 H 3.32040 1.42534 3.97057  0.014
20 H 2.98554 3.00095 3.18420  0.009
21 H 1.14541 3.00313 4.97162  -0.003
22 H -1.16736 3.71492 6.17579  0.009
23 H -2.50680 3.98294 5.07364  -0.001
24 H -0.92497 4.82272 4.88793  0.011
25 H -5.24022 3.60506 3.92043  0.001
26 H -7.47853 4.26651 3.17259  -0.001
27 H -8.77500 2.80455 1.67784  0.003
28 H -7.71177 0.79637 0.59573  -0.001
29 H -5.25801 0.19187 1.27902  0.003
30 C 0.06825 3.76075 -0.57957  0.003
31 N 0.03258 2.29237 -0.69065  0.028
32 C 1.38077 1.77751 -0.62287  0.008
33 C -1.03380 1.56753 -1.24923  0.042
34 C -1.78516 2.11608 -2.34236  -0.007
35 C -2.79367 1.38235 -2.91150  0.031
36 C -3.20939 0.16145 -2.44448  -0.003
37 C -2.56594 -0.36901 -1.34604  0.038
38 C -1.44474 0.25060 -0.71148  0.023
39 N -0.82646 -0.37158 0.41744  0.360
40 C -0.72058 -1.76388 0.38323  0.011
41 C -0.47295 -2.51723 -0.80215  0.060
42 C -0.39319 -3.90927 -0.69710  -0.006
43 C -0.55681 -4.55160 0.49807  0.059
44 C -0.84842 -3.85351 1.66547  -0.008
45 C -0.99782 -2.47390 1.56435  0.060
46 N -1.65743 -1.70545 2.62731  0.116
47 C -0.91054 -1.90879 3.91343  0.003
48 C -3.05137 -2.10625 2.80827  0.009
49 H 0.70340 4.21014 -1.36841  0.000
50 H 0.55213 4.10516 0.40493  0.001
51 H -0.92187 4.25448 -0.59055  0.000
52 H 1.97178 1.99648 -1.50090  0.003
53 H 1.47462 0.67680 -0.46343  0.003
54 H 1.90497 2.21715 0.23859  0.000
55 H -1.53770 3.14506 -2.66130  -0.001
56 H -3.28329 1.80214 -3.79746  0.002
57 H -4.01047 -0.37867 -2.98331  0.000
58 H -2.89758 -1.33245 -0.97593  0.000
59 H -0.33421 -2.00122 -1.78708  0.001
60 H -0.14324 -4.50091 -1.57024  -0.002
61 H -0.26287 -5.62132 0.56537  0.003
62 H -1.11189 -4.41062 2.58430  -0.001
63 H -0.97943 -2.96004 4.24249  0.001
64 H -1.26475 -1.23461 4.68644  0.000
65 H 0.16849 -1.69325 3.68796  0.001
66 H -3.14200 -3.05851 3.35641  0.003
67 H -3.59535 -2.12817 1.83157  0.000
68 H -3.52519 -1.39491 3.48258  0.001
69 C 5.17497 -3.98784 -3.29058  0.009
70 C 6.00786 -3.29264 -2.24598  0.001
71 C 7.53746 -3.44549 -2.44353  0.000
72 O 5.83841 -1.81082 -2.26254  0.006
73 P 4.49854 -1.01603 -2.77580  0.005
74 S 4.90907 0.84268 -2.35700  0.594
75 S 2.79900 -1.79150 -2.16296  0.334
76 O 4.79142 -1.30916 -4.40040  0.024
77 C 4.05751 -0.73179 -5.50091  0.001
78 C 2.77281 -1.53208 -5.73053  0.002
79 C 3.77389 0.73661 -5.33612  0.002
80 H 5.26279 -5.06785 -3.03117  0.000
81 H 5.54736 -3.91104 -4.36377  0.001
82 H 4.11327 -3.67982 -3.19735  0.010
83 H 5.62230 -3.54478 -1.23566  0.000
84 H 7.76950 -3.18464 -3.45675  0.000
85 H 7.88854 -4.45551 -2.18532  0.000
86 H 7.94071 -2.66425 -1.78123  0.000
87 H 4.61575 -0.92301 -6.42429  0.000
88 H 2.19348 -1.67060 -4.81536  0.001
89 H 3.03613 -2.49775 -6.30645  0.000
90 H 2.20594 -0.89804 -6.44824  0.000
91 H 3.12055 0.94387 -4.49254  -0.001
92 H 3.25528 0.98680 -6.29728  0.000
93 H 4.68136 1.37577 -5.15387  0.003

* calculated total energy: -3139.78191 Eh
* largest force on an atom: 0.0897 hartree/bohr
* ⟨S²⟩: 8.812
* energy above the lowest of the compared OMol25 structures with the same formula, charge and spin: 0.0 kJ/mol
* LUMO level (alpha / beta): 0.519 / -3.479 eV
* HOMO-LUMO gap (alpha / beta): 4.72 / 3.89 eV
* 2S+1: 6

3.
Here is C4H9NOS in the gas phase at a distorted geometry from OMol25. Energies are from ωB97M-V/def2-TZVPD.

Last column: Mulliken charge in e.
Positions of all 16 atoms, in Å:
1 O 0.43603 1.61272 -0.02757  -0.610
2 C 0.87536 0.64165 -0.60108  0.680
3 N 0.26533 -0.60240 -0.56699  -0.201
4 C -0.99940 -0.89339 0.11149  -0.529
5 C -1.15295 -0.41256 1.53519  -0.516
6 S -2.73981 0.06074 2.16150  -0.215
7 C 2.14804 0.70269 -1.43650  -1.058
8 H 0.65221 -1.22823 -1.25701  0.209
9 H -1.85025 -0.61178 -0.51766  0.329
10 H -1.01795 -1.99023 0.15604  0.314
11 H -0.33139 0.36963 1.55138  0.265
12 H -0.79222 -1.16615 2.25208  0.312
13 H -2.80659 1.29281 1.65501  0.128
14 H 2.60520 -0.26286 -1.65346  0.324
15 H 1.88646 1.09445 -2.42939  0.270
16 H 2.82193 1.39290 -0.93302  0.299

* structure (SMILES): CC(=O)NCCS
* calculated total energy: -685.99106 Eh
* largest force on an atom: 0.0642 hartree/bohr
* energy above the lowest of the compared OMol25 structures with the same formula, charge and spin: 73.2 kJ/mol
* LUMO level: 0.762 eV
* HOMO-LUMO gap: 9.80 eV